The following is a DFT calculation (the ωB97M-V functional and the def2-TZVPD basis) of C7H16F12HfO19S5 as an isolated structure at a distorted geometry.

Geometry as XYZ:
```
60
C7H16F12HfO19S5 the ωB97M-V functional and the def2-TZVPD basis
Hf -3.201 1.061 -3.683
C 1.296 0.596 -5.386
F 1.231 1.439 -4.392
F 1.394 1.279 -6.573
F 2.309 -0.283 -5.148
S -0.275 -0.545 -5.441
O -1.268 0.257 -4.731
O -0.611 -0.806 -6.841
O 0.052 -1.753 -4.742
C -3.164 5.683 -1.880
F -4.140 5.409 -1.008
F -3.677 5.713 -3.122
F -2.474 6.710 -1.571
S -1.922 4.171 -1.909
O -0.932 4.588 -2.935
O -1.455 4.059 -0.552
O -2.653 3.020 -2.429
C -0.316 0.924 0.238
F 0.521 0.024 0.845
F -1.688 0.787 0.550
F -0.029 2.138 0.676
S 0.013 0.741 -1.583
O 0.916 1.843 -1.894
O 0.545 -0.596 -1.945
O -1.291 1.005 -2.263
C -4.027 -3.235 -1.694
F -3.801 -4.185 -0.834
F -4.084 -3.570 -2.962
F -5.114 -2.480 -1.260
S -2.615 -2.003 -1.643
O -1.483 -2.876 -1.983
O -2.844 -0.969 -2.645
O -2.730 -1.549 -0.241
O 3.613 -0.531 2.926
S 2.655 -1.446 3.616
O 2.157 -2.768 3.141
O 3.418 -1.719 5.087
C 2.781 -2.722 6.025
C 3.041 -2.460 7.560
C 1.142 -0.497 4.134
H 3.189 -3.660 5.648
H 1.716 -2.601 5.824
H 2.370 -3.131 8.095
H 2.713 -1.453 7.818
H 4.010 -2.595 8.041
H 0.570 -0.133 3.281
H 1.449 0.374 4.712
H 0.523 -1.147 4.752
O -2.173 -1.468 2.299
H -1.307 -1.876 2.290
H -2.379 -1.321 1.376
O 3.599 -0.815 -2.558
H 3.355 -0.142 -1.922
H 4.067 -0.340 -3.243
O 1.357 -3.106 0.594
H 1.189 -2.560 1.362
H 1.974 -3.770 0.901
O 1.112 5.086 -0.528
H 0.478 4.402 -0.312
H 0.897 5.808 0.062
```

Computed properties:
* LUMO (spin up / spin down): -9.40 / -9.40 eV
* multiplicity: 2
* HOMO level (spin up / spin down): -12.6778 / -12.6589 eV
* ⟨S²⟩: 0.7658
* net charge: +1